The following is a quantum chemistry calculation of C2H4KLiO as an isolated structure, from the Open Molecules 2025 dataset.

Each line ends with the Mulliken charge.
Atoms and positions in Å:
O  0.59873  0.26024  0.51014  -1.471
H  -2.47014  0.06205  -1.33176  0.275
C  -2.24211  0.00486  0.84200  -0.479
H  -1.20950  -0.60577  1.26319  0.216
H  -2.64669  0.38932  1.78293  0.259
H  -3.59436  1.09081  -0.39132  0.284
Li  -0.45711  1.59250  0.14049  0.706
C  -2.78459  0.35812  -0.32641  -0.616
K  1.54794  -0.99428  -1.19223  0.826

Summary:
electronic energy	-761.1975	hartree
HOMO-LUMO gap	5.3	eV
net charge	0
relative energy (zero: lowest compared OMol25 entry of this formula, charge and spin)	0.677	eV